Below is C46H111F8N11O21S8 as an isolated structure, with properties calculated with ωB97M-V with the def2-TZVPD basis set.

Output
Maximum force, eV Å⁻¹: 4.87
LUMO level, eV: -2.89
Frontier orbital gap, eV: 9.593
Total charge: +2

Last column: Mulliken charge in e.
Atoms and positions in Å:
C -4.43198 2.25114 0.07794  -1.691
C -4.23806 1.27262 1.22309  0.430
N -3.63106 -0.01231 0.78331  1.138
C -3.72518 -0.98547 1.93352  -0.545
C -4.47337 -0.49984 -0.43184  -0.883
C -5.92257 -0.75168 -0.08417  -1.557
C -2.24493 0.10006 0.27885  -0.764
C -1.11481 0.32344 1.27399  0.289
O -0.43377 -0.82525 1.52122  1.029
C 0.48156 -0.83234 2.63479  0.011
H -5.05260 1.76914 -0.66610  0.375
H -3.41583 2.37264 -0.33624  0.267
H -4.81501 3.12434 0.51923  0.517
H -5.20123 0.89273 1.62164  0.692
H -3.61631 1.58105 2.07519  -0.327
H -3.07049 -0.59969 2.75363  -0.246
H -3.43507 -2.01467 1.50463  0.331
H -4.76440 -1.14620 2.33482  0.084
H -4.00970 -1.39038 -0.76670  0.714
H -4.31635 0.25332 -1.15529  0.607
H -6.04375 -1.51385 0.68396  0.251
H -6.40925 -1.27160 -0.93646  0.487
H -6.44012 0.15916 0.23290  0.273
H -2.31482 0.88191 -0.46138  0.506
H -1.85597 -0.73805 -0.29387  0.081
H -1.53864 0.82218 2.18050  -0.316
H -0.43067 1.08995 0.82622  -0.238
H 0.85866 -1.83812 2.80738  0.089
H -0.05325 -0.49800 3.53546  0.228
H 1.27675 -0.11679 2.48589  -0.614
C 0.98100 -8.43600 0.14660  -1.388
C 1.45901 -7.33881 1.08766  -0.701
N 1.95700 -6.08926 0.45246  0.601
C 2.28062 -5.18507 1.54427  -0.707
C 3.17680 -6.34809 -0.41118  -0.464
C 4.17455 -7.24751 0.36156  -1.225
C 0.79796 -5.61899 -0.35924  -0.295
C 1.05297 -4.31143 -1.14611  -0.848
O 2.17425 -3.56714 -0.67951  -0.399
C 2.04871 -2.16581 -0.86122  0.297
H 0.88006 -9.30456 0.79110  0.461
H 1.72852 -8.65210 -0.61823  0.282
H 0.02100 -8.18361 -0.29582  0.361
H 2.23554 -7.75413 1.68765  0.765
H 0.64193 -7.02452 1.74863  0.418
H 2.82242 -4.33050 1.22495  0.443
H 2.86898 -5.71720 2.31730  0.446
H 1.36665 -4.78074 2.04170  -0.079
H 3.60849 -5.39166 -0.70781  0.366
H 2.77601 -6.86839 -1.31620  0.418
H 5.06315 -7.39875 -0.23186  0.477
H 3.65268 -8.23045 0.43033  0.302
H 4.60411 -6.78183 1.25815  0.316
H 0.07305 -5.47257 0.45353  -0.170
H 0.35010 -6.37958 -0.99842  0.345
H 0.20431 -3.71016 -1.13643  0.560
H 1.30889 -4.48289 -2.22491  0.304
H 1.11982 -1.88718 -0.35516  -0.278
H 2.00872 -1.85953 -1.90703  0.296
H 2.90175 -1.61165 -0.41721  -0.029
C -2.21100 7.10461 -7.15576  -1.413
C -3.09210 5.97567 -6.67219  -0.375
N -3.59697 5.05407 -7.78482  0.189
C -4.74716 5.65607 -8.51612  -0.906
C -2.56473 4.88684 -8.88026  -0.269
C -1.28698 4.30365 -8.38504  -1.177
C -4.05124 3.79241 -7.18045  -0.714
C -5.29363 3.81049 -6.39824  -1.270
O -5.17345 4.81817 -5.43055  -0.225
C -6.04194 4.68349 -4.35659  -0.730
H -1.19526 6.78920 -7.32700  0.358
H -2.17535 7.74892 -6.32729  0.488
H -2.64532 7.62555 -8.01930  0.327
H -4.01131 6.29276 -6.18544  0.492
H -2.54482 5.41113 -5.97737  0.387
H -5.54317 5.96389 -7.85332  0.337
H -5.17925 4.87365 -9.14898  0.421
H -4.38022 6.53544 -9.14584  0.399
H -2.31306 5.87555 -9.27729  0.360
H -3.03527 4.17012 -9.59496  0.488
H -1.30922 3.34344 -7.89647  0.310
H -0.80021 5.06355 -7.76237  0.224
H -0.60191 4.18132 -9.27609  0.397
H -3.22071 3.61420 -6.47405  0.694
H -4.09860 2.95811 -7.92929  0.256
H -5.28731 2.88983 -5.89791  0.618
H -6.07295 3.86023 -7.08190  0.545
H -6.00937 3.67641 -3.96187  0.161
H -7.04956 4.79538 -4.70233  0.358
H -5.84244 5.38313 -3.58588  0.309
C 0.56503 4.00665 6.59602  -1.603
C 0.46720 3.51087 5.22477  0.079
N 1.75050 3.64733 4.42857  0.910
C 2.32031 5.01719 4.46510  -1.215
C 2.81441 2.77901 5.09996  -0.638
C 2.51381 1.27174 5.19779  -0.816
C 1.50615 3.19435 3.01823  -0.023
C 0.63926 4.09185 2.10977  -0.771
O -0.68414 3.89406 2.44747  -0.111
C -1.55069 3.78033 1.33521  -0.656
H 0.77983 5.08398 6.63322  0.316
H 1.31276 3.56500 7.21762  0.393
H -0.38718 3.83765 7.09222  0.458
H -0.30788 4.08153 4.64709  0.187
H 0.24112 2.47214 5.15180  0.042
H 1.51688 5.68293 4.14015  0.439
H 3.08497 4.96062 3.74769  0.401
H 2.66006 5.33432 5.43812  0.439
H 3.02691 3.26388 6.01968  0.557
H 3.70672 2.89089 4.47833  0.585
H 3.41209 0.74294 5.59713  0.446
H 2.30660 0.97142 4.16908  -0.061
H 1.69849 0.98094 5.86053  0.300
H 1.07881 2.17471 2.91377  -0.313
H 2.51193 3.08586 2.61552  0.190
H 0.90467 3.58779 1.18347  0.508
H 1.04431 5.13391 2.09814  0.256
H -1.42229 2.82243 0.77772  0.150
H -1.48351 4.57407 0.56054  0.449
H -2.59343 3.73077 1.71478  0.190
C 9.39298 -0.25242 -1.56446  -1.450
C 9.27788 -0.44233 -3.03386  -0.454
N 7.88364 -0.83936 -3.50312  0.803
C 7.48586 -2.23498 -3.16542  -1.037
C 6.80128 0.04885 -2.84385  -0.499
C 5.30711 -0.28725 -3.12599  -0.849
C 7.77652 -0.64339 -5.00327  -0.489
C 9.07301 -0.97704 -5.76062  -1.050
O 9.38138 -2.37230 -5.49761  -0.287
C 10.13393 -2.93327 -6.59400  -0.798
H 8.85443 -1.07884 -1.08343  0.284
H 9.04884 0.68430 -1.26507  0.453
H 10.45470 -0.20850 -1.25229  0.392
H 9.86342 -1.29391 -3.41539  0.405
H 9.59350 0.40810 -3.57783  0.452
H 8.31280 -2.87436 -3.45510  0.340
H 6.49737 -2.48786 -3.63838  0.432
H 7.37683 -2.25265 -2.05073  0.356
H 7.08310 1.03499 -3.16700  0.485
H 6.91966 -0.02151 -1.73441  0.307
H 4.79042 0.33713 -2.43287  -0.040
H 5.02850 -1.27985 -2.67432  0.198
H 5.06202 -0.12104 -4.12704  0.440
H 7.49866 0.37615 -5.23935  0.437
H 7.00438 -1.34090 -5.33716  0.340
H 9.90852 -0.38853 -5.48042  0.366
H 8.93307 -0.70711 -6.81293  0.586
H 10.41750 -3.96365 -6.27481  0.230
H 11.05299 -2.40376 -6.77922  0.326
H 9.52301 -2.92455 -7.48460  0.336
C -6.24871 -1.38683 9.59903  -1.202
C -5.41426 -0.82377 8.45436  -0.356
N -4.84286 -1.86902 7.52662  0.355
C -3.86909 -2.79201 7.69461  -0.718
C -3.84051 -3.58007 6.61084  -0.637
N -4.82041 -3.16472 5.76366  0.215
C -5.40791 -2.08999 6.30072  -0.448
C -5.12639 -3.59384 4.37609  -0.451
H -6.48346 -2.45427 9.42471  0.306
H -7.15183 -0.79189 9.67989  0.364
H -5.69267 -1.34330 10.50885  0.357
H -4.64962 -0.15019 8.76750  0.544
H -6.09968 -0.23034 7.89988  0.113
H -3.20034 -2.77511 8.51492  0.522
H -3.14029 -4.31386 6.31633  0.878
H -6.27084 -1.49087 5.98866  0.646
H -4.20542 -3.83663 3.87053  0.019
H -5.68459 -2.76941 3.94744  0.257
H -5.75371 -4.45157 4.40761  0.291
N -4.38996 0.69872 5.37059  0.039
S -5.71981 1.31933 4.89938  1.111
O -5.64790 2.70839 4.54818  -0.625
O -6.78288 0.93101 5.76947  -0.641
F -5.84846 0.36183 3.62360  -0.186
S -3.03754 1.58525 5.31036  0.904
O -3.09984 2.72248 6.14131  -0.673
O -2.17730 1.78575 4.13498  -0.596
F -2.17013 0.43408 6.01931  -0.374
N -1.25402 -3.66426 2.65912  0.101
S -0.88539 -4.39116 3.96702  0.941
O 0.27921 -5.24856 3.86740  -0.645
O -2.00069 -4.92030 4.79539  -0.646
F -0.30367 -3.18645 4.82274  -0.260
S -2.04553 -4.47128 1.56781  0.796
O -1.78690 -5.91032 1.62457  -0.592
O -2.00155 -3.75771 0.35192  -0.415
F -3.59530 -4.32553 2.08453  -0.339
N 4.65814 1.54585 0.14821  -0.379
S 3.14714 1.99950 -0.24732  1.213
O 2.09712 1.31418 0.43544  -0.563
O 3.08961 2.20098 -1.65328  -0.638
F 3.07399 3.63990 0.23967  -0.422
S 5.16238 0.93243 1.50710  1.054
O 6.53069 0.51125 1.25999  -0.580
O 4.14594 0.14103 2.20239  -0.461
F 5.44055 2.26979 2.49908  -0.349
N -2.45170 0.47756 -3.05439  -0.038
S -1.06563 -0.08261 -3.30699  1.074
O -0.43383 -0.60231 -2.13626  -0.479
O -0.33714 0.66383 -4.21900  -0.637
F -1.20574 -1.63883 -4.10401  -0.481
S -3.50953 1.07337 -4.04159  1.052
O -2.94518 1.88552 -5.10970  -0.572
O -4.74216 1.53922 -3.33696  -0.673
F -4.03772 -0.23217 -4.74787  -0.312

Forces on the atoms, in the same order (eV/Å):
C 1.7357 -1.7452 0.4682
C -0.6635 -0.7093 0.8201
N -1.0913 -1.9062 -0.3879
C 0.1533 -1.7404 -0.2673
C 0.0038 -0.3399 1.7962
C -0.3215 -0.5633 -0.3996
C 1.4009 0.1990 -0.3722
C -0.5207 2.9925 0.3729
O 0.8475 -2.1650 0.6444
C -1.2929 0.7584 -0.0099
H -0.3736 0.8077 -0.1099
H -0.7089 0.7039 -0.2090
H -0.5689 1.3511 0.0296
H 0.5835 0.9369 -0.0649
H -0.2678 0.4665 -0.2875
H -0.4380 -0.6261 -0.7146
H 0.0794 1.7721 0.8935
H 1.0855 0.7873 -0.6800
H 0.5881 -0.9422 -0.2837
H -0.0130 0.3942 -0.9527
H 0.2272 0.1594 0.3246
H 0.1765 0.9031 0.1720
H -0.2118 -0.3306 -0.3872
H 0.3559 0.3169 -0.0686
H -0.9455 -0.6358 -0.0425
H 0.4743 -0.4175 -0.1518
H -0.3188 -0.4887 0.1640
H -0.0729 0.0832 -0.3453
H -0.0650 -0.2105 0.0209
H 0.5553 0.0568 -0.3939
C 0.2277 0.4673 0.2927
C -1.0309 -0.6954 0.2246
N 0.2723 -0.9014 -1.3716
C -0.2639 0.8505 2.3190
C 0.2261 -0.8382 0.0148
C -0.5784 -0.0379 -1.1215
C -0.5335 1.9240 0.6930
C 2.3344 -0.7361 -1.4669
O 0.4997 -0.3438 0.4086
C -0.3410 0.5327 0.4456
H -0.1990 -0.2429 -0.2001
H -0.1969 -0.1398 -0.0759
H 0.0134 -0.3264 -0.0722
H 0.5002 0.1064 0.5957
H 0.1969 -0.0691 -0.0654
H 0.5318 0.4157 -0.5660
H -0.4687 0.1408 -0.5050
H 0.6011 -0.7513 -0.5004
H -0.3161 -0.0473 0.1349
H 0.5610 0.3936 0.6696
H 0.1280 -0.1342 -0.6080
H 1.0553 0.6263 0.6790
H -0.8022 -0.4194 0.1614
H -0.0459 0.2720 -0.6959
H 0.6698 -0.0077 -0.0316
H -1.7858 0.9514 0.1799
H -0.6145 -0.4549 0.6623
H 0.1318 0.5782 -0.1768
H -0.2104 -0.2332 -0.2030
H -0.3916 -0.7230 0.0780
C -0.8653 -0.4612 -0.7426
C -0.7660 0.8772 -1.3561
N -0.5942 1.5579 -1.1235
C 0.0182 1.2018 -1.0224
C -0.1511 -1.6069 0.1265
C 1.9404 0.4046 -0.8499
C 2.8913 -1.7080 0.1900
C 1.4878 0.9313 0.8989
O 0.3041 0.6336 -0.5667
C -1.0827 -1.2599 -0.1169
H 0.1965 0.0589 -0.3582
H 0.0805 1.2931 0.9357
H 0.3233 0.0759 0.2976
H 0.3848 0.2876 -0.0303
H 0.5658 -1.1171 0.8319
H 0.1112 0.2555 0.3907
H 0.3021 0.2577 -0.1576
H -0.6719 -1.2669 0.9060
H -0.6656 -0.3673 -0.2245
H 0.2720 1.0042 0.1515
H -0.3174 -0.2349 0.2754
H 0.1315 -0.7022 0.0796
H -0.7370 0.1076 0.8528
H -0.5380 -0.7659 -0.4276
H 0.1765 0.9016 0.4244
H -0.3545 -1.6989 0.5929
H -2.3382 0.5096 -0.7351
H 0.3438 -0.3522 0.3717
H -0.9059 0.4205 -0.1079
H 0.4411 0.7614 0.4960
C -0.2319 1.2878 1.2555
C -0.4832 0.9801 -1.9498
N -0.2325 -1.1940 1.4934
C -1.8927 0.0941 -0.4386
C 0.1989 -0.8725 -0.9706
C 0.4523 0.4650 0.0341
C 0.4094 -0.1126 -0.5897
C 2.1552 -0.9364 0.5549
O -0.9494 0.6285 -0.4358
C -1.1941 -0.5998 -0.6333
H -0.3317 -0.1700 -0.0455
H 0.5320 -0.6817 0.2924
H -0.1422 0.0915 0.0005
H 0.6337 -0.6705 0.5356
H -0.4672 -0.6929 0.0224
H 0.3179 0.1537 -0.0015
H 1.2716 0.5626 -0.8082
H 0.1304 -0.3311 0.2244
H 0.0805 0.1712 0.9272
H -0.0510 0.0233 -0.0355
H -0.5332 0.4999 -0.6116
H 0.1425 -0.6115 0.2908
H -0.1405 0.2946 -0.0986
H 0.0384 0.6471 0.8922
H 0.0472 0.2879 -0.3337
H -0.3105 0.4727 -0.6552
H -0.8215 -0.5052 -0.1531
H 0.3541 0.5179 0.4495
H 0.2047 -0.0518 0.7518
H 0.7327 0.3370 -0.0213
C 1.0070 -1.3793 0.2293
C -0.1132 -1.9413 -0.4086
N -1.8186 1.0153 -0.1755
C 0.0721 -0.2580 1.1830
C -0.2602 -0.5032 0.9515
C 1.9605 -1.2636 2.2520
C 0.9222 -0.6951 -0.4345
C -0.9477 -1.3539 0.3837
O 0.0221 1.1786 -1.1904
C -0.0861 -1.0425 1.1872
H 0.4352 0.4305 0.4639
H -1.1258 1.4171 0.6225
H -0.4700 -0.5834 -0.2885
H 0.1329 0.3643 0.4004
H -0.0220 1.0286 -0.5700
H -0.2948 -0.3137 -0.2094
H 1.3427 0.2379 0.4050
H -0.0399 -0.2281 -0.9770
H -0.2124 0.6075 0.0174
H 0.2339 0.0615 -0.9641
H -0.5883 1.1109 0.0081
H 0.3647 0.6119 -1.0910
H -0.8586 -0.0013 -1.4208
H -0.1386 0.2402 0.2513
H 0.0391 0.3330 -0.0873
H 0.8080 0.7171 0.5508
H -0.3155 -0.6235 -0.1132
H -0.4173 0.7266 -0.4435
H 0.3873 0.4750 0.0047
H -0.1374 -0.2239 -0.3324
C 0.3790 -0.9000 -0.4410
C -0.1258 -1.0736 -0.3528
N -2.0143 1.0596 -1.3599
C 0.3661 0.2537 0.5813
C 0.1781 -0.3908 -0.3241
N -0.9133 1.4261 -0.7298
C 0.0605 0.1879 2.0559
C 0.3522 0.4947 1.1393
H -0.1688 0.6052 0.0262
H -0.1379 -0.1617 0.1977
H 0.1958 0.0271 0.7992
H 0.8207 0.1841 0.2585
H -0.1783 0.3761 -1.1639
H 0.2955 -0.0599 0.6322
H 0.3591 -0.6341 -0.0792
H 0.5552 -0.4738 -0.3207
H -0.0158 0.2246 0.0304
H 0.1525 0.0124 -0.3764
H -0.4814 -0.7922 0.0249
N 2.7460 0.3831 -0.1053
S -0.4641 1.3307 1.0462
O -0.1111 -1.0328 -0.9777
O -0.1847 -0.5923 -0.4092
F -1.1049 0.5585 -0.4758
S 1.6812 -1.2098 -0.5386
O -0.1181 0.5963 0.9919
O -2.2162 -0.7526 0.4152
F -0.3316 0.4889 0.3190
N -0.6605 0.5628 -0.7712
S 0.3516 -2.8518 3.9263
O -1.1236 0.5951 -0.2580
O 1.9708 1.3442 -2.2201
F -0.6382 0.0770 -0.5765
S -0.1548 -2.0670 1.4573
O -0.6136 2.1060 -0.3623
O -0.2458 0.1974 -0.7928
F 1.1546 -0.2618 -0.8002
N -1.4070 0.9681 -0.5322
S 1.6392 1.3102 0.2206
O 0.0152 0.5278 0.2439
O 0.0607 -0.5295 0.0631
F 0.1389 -2.2135 0.1504
S 0.2796 0.3069 0.7003
O -1.9142 -0.1847 0.6338
O 2.0310 1.1836 -0.6117
F -0.8564 -1.4578 -1.0081
N -2.5630 0.1922 1.0985
S 1.5287 -4.5524 -0.1292
O -0.5494 0.8317 0.5410
O 1.6088 1.5115 -1.9616
F -0.6917 2.4856 0.6966
S -1.9429 1.0139 -0.1274
O -0.9232 -0.8316 1.3762
O 3.3767 -0.7684 -1.2868
F 0.2051 0.1144 -0.1595